This record from the Open Molecules 2025 dataset describes a 11-piece molecular cluster, C23H68O11 overall in a non-equilibrium geometry. The level of theory is ωB97M-V with the def2-TZVPD basis set.

Calculated values
Net charge: 0
Maximum force: 0.06754 hartree/bohr
Molar mass: 520.786 g/mol
SMILES: CC(C)O.CC(C)O.CC(C)O.CC(C)O.CC(C)O.CC(C)O.CO.CO.CO.CO.CO
HOMO level: -9.732 eV

XYZ file:
```
102
Properties=species:S:1:pos:R:3:forces:R:3:mulliken_charge:R:1
C -3.236 5.297 -1.437 1.06 -1.36 -0.38 -1.29
C -2.834 5.099 0.054 0.10 1.72 -2.13 0.54
C -2.930 6.470 0.688 -0.73 -1.05 0.89 -1.40
O -3.591 4.069 0.591 -0.60 -0.63 1.20 -0.46
H -4.151 5.778 -1.781 -0.20 0.63 1.12 0.35
H -3.400 4.297 -1.837 0.57 -0.18 -0.31 0.34
H -2.405 5.788 -1.944 -0.02 -0.12 -0.28 0.38
H -1.790 4.814 0.185 0.06 -0.41 -0.64 0.16
H -3.961 6.776 0.514 0.03 0.61 0.27 0.36
H -2.213 7.166 0.253 -0.15 -0.08 0.09 0.38
H -2.750 6.293 1.749 0.04 0.68 0.23 0.38
H -4.385 4.418 1.003 -0.16 0.13 -0.02 0.28
C 3.980 -3.541 3.177 0.96 -0.45 0.25 -1.14
C 4.830 -2.369 2.654 -0.88 -0.77 -1.50 0.42
C 5.239 -2.601 1.178 -0.04 0.18 -0.22 -1.37
O 3.987 -1.247 2.632 -0.43 1.06 0.27 -0.49
H 4.640 -4.385 3.379 -0.11 -0.40 -0.44 0.35
H 3.205 -3.771 2.446 0.23 -0.17 -0.11 0.26
H 3.459 -3.429 4.128 0.13 0.77 0.14 0.38
H 5.707 -2.091 3.239 0.20 -0.57 0.19 0.27
H 6.043 -3.327 1.052 0.16 0.20 0.15 0.37
H 5.460 -1.661 0.672 0.80 0.25 0.54 0.35
H 4.457 -2.911 0.486 -0.67 -0.58 0.67 0.31
H 3.793 -1.132 3.565 -0.47 0.53 0.09 0.29
C 1.161 4.659 -5.750 -0.17 -0.57 0.26 -1.31
C 2.196 4.297 -4.699 1.39 0.78 -0.27 0.60
C 3.631 4.693 -5.133 0.08 -0.92 -0.90 -1.23
O 1.976 5.009 -3.516 -0.71 0.63 1.35 -0.57
H 1.362 5.590 -6.282 0.24 -0.06 0.06 0.31
H 0.187 4.759 -5.272 -0.03 -0.06 0.03 0.32
H 1.102 3.825 -6.449 -0.05 0.18 -0.29 0.36
H 2.102 3.274 -4.335 0.18 -0.59 -1.15 0.23
H 4.453 4.396 -4.482 -0.41 -0.08 0.59 0.31
H 3.718 5.770 -5.276 -0.31 0.01 0.05 0.32
H 3.904 4.208 -6.070 -0.14 0.06 -0.37 0.35
H 2.253 4.364 -2.861 -0.01 0.59 0.75 0.29
C 2.667 -3.927 -4.364 1.89 0.28 -0.57 -1.29
C 1.999 -2.674 -4.840 -1.78 0.80 -0.23 0.55
C 2.350 -1.401 -4.016 -0.58 -0.80 -0.55 -1.13
O 2.215 -2.393 -6.245 0.19 -0.53 0.64 -0.57
H 2.324 -4.198 -3.366 0.27 0.14 0.01 0.30
H 3.721 -3.651 -4.412 0.48 -0.50 0.73 0.31
H 2.610 -4.797 -5.018 -0.60 0.19 -0.17 0.34
H 0.958 -2.951 -4.671 -0.60 0.70 -0.33 0.23
H 2.444 -1.702 -2.973 0.63 0.31 0.04 0.27
H 1.576 -0.634 -4.037 -0.38 -0.24 -0.20 0.33
H 3.193 -0.907 -4.501 0.49 -0.33 0.56 0.34
H 1.373 -2.173 -6.650 0.00 -0.01 0.08 0.32
C -4.162 -1.222 -1.418 1.21 0.12 0.50 -1.24
C -4.572 -2.561 -1.953 -1.21 0.51 1.60 0.35
C -5.567 -3.316 -1.045 1.00 -1.25 0.40 -1.15
O -5.316 -2.378 -3.094 -0.17 -0.04 -2.81 -0.57
H -3.429 -1.501 -0.660 -0.32 0.72 0.88 0.29
H -4.979 -0.570 -1.111 -0.05 -0.26 0.50 0.33
H -3.563 -0.626 -2.106 -0.12 -0.26 -0.52 0.35
H -3.623 -3.073 -2.108 -0.40 -0.62 -0.60 0.32
H -5.146 -3.855 -0.196 0.29 0.65 0.57 0.31
H -5.939 -4.181 -1.594 -0.29 0.30 -0.49 0.36
H -6.408 -2.693 -0.740 0.12 0.08 0.02 0.28
H -5.966 -1.692 -2.925 -0.03 0.04 -0.02 0.36
C -1.316 -6.687 -0.062 0.90 -0.46 -0.46 -1.34
C -0.547 -6.030 1.071 -0.99 2.75 -1.87 0.40
C -0.962 -4.523 1.177 0.30 -0.20 -0.18 -1.19
O -0.831 -6.685 2.235 0.35 -0.90 1.71 -0.54
H -1.042 -7.740 0.004 -0.55 -0.25 -0.08 0.36
H -1.002 -6.392 -1.063 0.03 0.38 0.04 0.36
H -2.388 -6.507 0.018 -0.05 -0.21 0.15 0.33
H 0.520 -6.009 0.851 0.12 -0.57 0.37 0.31
H -0.583 -4.085 2.100 -0.14 -0.08 0.09 0.35
H -2.040 -4.386 1.100 -0.20 -0.23 0.38 0.27
H -0.582 -3.903 0.365 0.34 -0.21 -0.21 0.34
H -1.776 -6.846 2.279 -0.10 0.00 0.04 0.34
C -0.710 3.215 4.998 0.58 2.47 -1.33 -0.45
O -0.930 1.928 5.322 -0.92 -2.63 0.84 -0.41
H 0.366 3.325 4.865 -0.04 0.50 0.11 0.22
H -1.199 3.471 4.058 0.22 0.02 -0.50 0.10
H -1.130 3.963 5.670 0.26 -0.03 0.69 0.27
H -1.805 1.711 4.992 -0.13 -0.51 0.17 0.29
C 4.860 3.933 0.139 -1.41 -0.39 -0.02 -0.57
O 3.674 3.240 -0.423 1.61 0.80 -0.04 -0.45
H 4.614 4.212 1.164 0.20 0.17 0.00 0.26
H 5.787 3.360 0.145 -0.26 -0.50 -0.14 0.26
H 5.063 4.833 -0.441 -0.37 -0.08 -0.08 0.22
H 3.238 2.741 0.272 0.09 -0.02 0.22 0.28
C 0.191 1.113 0.614 -0.70 -0.92 -0.45 -0.56
O 1.060 1.408 1.672 0.39 1.09 0.19 -0.49
H 0.048 1.904 -0.122 0.72 0.47 0.25 0.26
H 0.504 0.231 0.055 0.07 -0.10 -0.03 0.26
H -0.828 0.937 0.960 -0.10 -0.25 0.36 0.23
H 1.580 0.664 1.984 -0.25 -0.28 -0.35 0.29
C 0.676 -1.857 7.136 -1.13 -1.48 0.04 -0.53
O 1.379 -0.836 6.590 1.82 2.22 -0.50 -0.50
H 1.385 -2.581 7.536 -0.08 -0.12 -0.13 0.22
H -0.001 -1.585 7.946 -0.10 0.24 0.15 0.28
H 0.094 -2.278 6.316 -0.36 -0.82 0.32 0.22
H 0.804 -0.178 6.193 -0.19 0.06 0.04 0.30
C -5.278 0.292 3.412 -0.61 1.34 -1.66 -0.50
O -4.023 0.943 3.524 1.29 -0.72 1.69 -0.44
H -5.599 -0.572 3.995 1.41 0.02 0.63 0.27
H -6.008 1.067 3.643 -0.61 -0.21 -0.42 0.25
H -5.275 -0.018 2.367 -1.00 -0.18 -0.11 0.14
H -3.944 1.639 2.868 -0.35 -0.16 -0.15 0.29
```
Forces are in eV/Å.

This record from the Open Molecules 2025 dataset describes one molecule with the formula C15H17N3 in a non-equilibrium geometry. The level of theory is ωB97M-V with the def2-TZVPD basis set.

Calculated values
Net charge: 0
Maximum force: 0.10191 hartree/bohr
Molar mass: 239.322 g/mol
HOMO level: -7.110 eV

XYZ file:
```
35
Properties=species:S:1:pos:R:3:forces:R:3:nbo_charge:R:1
C 0.787 -0.939 0.582 0.41 0.34 2.73 -0.05
C 1.814 -0.208 1.465 0.02 -0.11 -0.19 -0.58
C 3.139 -0.676 1.604 1.20 -0.55 -0.05 0.28
N 4.253 -1.026 1.710 -1.44 0.30 -0.27 -0.43
C 1.526 0.895 2.332 -0.40 0.30 -0.24 0.30
N 1.348 1.833 3.004 0.08 -0.95 -0.59 -0.42
C -0.599 -0.527 1.110 0.21 -1.17 0.04 -0.06
C -1.164 0.738 0.985 -1.13 0.66 0.08 -0.18
C -2.464 1.011 1.501 0.68 -1.41 0.43 -0.21
C -3.123 -0.014 2.236 0.24 0.81 -0.62 -0.21
C -2.496 -1.248 2.439 -0.10 -0.48 0.40 -0.20
C -1.236 -1.500 1.879 -0.55 0.04 0.25 -0.19
H 0.958 -2.006 0.467 -0.30 -0.59 1.42 0.21
H -0.620 1.584 0.555 -0.06 -0.37 -0.11 0.21
H -2.923 1.998 1.374 0.28 -0.48 0.08 0.22
H -4.123 0.182 2.651 0.57 -0.15 -0.19 0.22
H -2.994 -2.033 3.068 0.55 0.88 -0.72 0.22
H -0.694 -2.433 2.084 -0.46 0.33 -0.17 0.22
C 1.564 -1.110 -3.817 -0.03 0.00 0.08 -0.40
C 2.562 -0.436 -2.881 -0.29 0.30 0.06 -0.43
C 2.394 -0.749 -1.394 -0.45 0.76 0.89 -0.22
N 0.924 -0.629 -0.824 1.00 -1.31 -4.98 -0.35
C -0.128 -1.244 -1.873 0.03 0.93 1.21 -0.21
C 0.138 -0.846 -3.325 0.32 0.34 -0.12 -0.43
H 1.684 -0.671 -4.822 -0.07 -0.33 0.33 0.23
H 1.762 -2.186 -3.893 -0.05 0.12 0.04 0.21
H 3.589 -0.713 -3.153 -0.18 0.09 0.16 0.24
H 2.483 0.650 -3.019 0.03 -0.12 0.00 0.21
H 2.881 -1.698 -1.136 -0.76 0.03 0.26 0.24
H 2.854 0.038 -0.792 0.46 -0.35 -0.17 0.26
H 0.724 0.326 -0.804 -0.22 2.35 -0.79 0.41
H -0.257 -2.331 -1.792 0.57 0.28 0.53 0.22
H -1.037 -0.755 -1.509 -0.13 -0.42 -0.24 0.23
H -0.062 0.227 -3.461 -0.06 -0.19 0.11 0.21
H -0.575 -1.382 -3.968 0.04 0.13 0.33 0.24
```
Forces are in eV/Å.

> The lowest maximum force belongs to which entry?

C23H68O11

> net charge of number 2 (C15H17N3)?

0

> Which of these has the highest HOMO level?

C15H17N3